[1]
{
  "formula": "C43H33F6HfN3O7P2S2",
  "method": "the ωB97M-V functional and the def2-TZVPD basis",
  "elements": ["Hf", "O", "C", "C", "C", "C", "C", "C", "P", "C", "C", "C", "C", "C", "C", "C", "C", "C", "C", "C", "C", "C", "C", "C", "C", "C", "C", "P", "C", "C", "C", "C", "C", "C", "C", "C", "C", "C", "C", "C", "H", "H", "H", "H", "H", "H", "H", "H", "H", "H", "H", "H", "H", "H", "H", "H", "H", "H", "H", "H", "H", "H", "H", "H", "H", "H", "H", "H", "F", "C", "F", "F", "S", "O", "O", "N", "S", "O", "O", "C", "F", "F", "F", "C", "N", "C", "C", "C", "O", "N", "C", "O", "H", "H", "H", "H", "H"],
  "xyz": [[0.064883, 0.239651, -0.658829], [0.546718, -1.531754, 1.629412], [-0.542146, -2.030387, 2.349306], [-0.527307, -2.183195, 3.724028], [-1.638537, -2.730637, 4.349359], [-2.753269, -3.116549, 3.618006], [-2.772741, -2.906271, 2.250324], [-1.670677, -2.351181, 1.607687], [-1.701336, -1.911766, -0.139541], [-3.375556, -1.247201, -0.355429], [-3.909084, -0.412389, 0.633953], [-5.146945, 0.178730, 0.445049], [-5.863163, -0.060238, -0.724687], [-5.334348, -0.880133, -1.705869], [-4.086921, -1.467889, -1.530351], [-1.555021, -3.422077, -1.113233], [-2.640950, -4.284968, -1.269366], [-2.475185, -5.484322, -1.942267], [-1.229662, -5.836787, -2.446145], [-0.141835, -4.995414, -2.273362], [-0.301961, -3.788092, -1.607270], [1.784159, -1.609262, 2.275774], [2.212667, -2.790506, 2.851556], [3.423879, -2.800542, 3.522179], [4.199139, -1.646211, 3.606070], [3.782560, -0.491892, 2.969219], [2.560658, -0.463902, 2.295472], [2.130648, 0.859821, 1.149535], [1.721336, 2.369147, 2.036973], [1.722369, 3.580147, 1.341835], [1.323347, 4.740837, 1.984807], [0.910205, 4.693183, 3.313978], [0.900014, 3.487235, 3.998677], [1.305013, 2.321327, 3.361512], [3.686267, 1.109901, 0.268821], [4.557487, 2.156321, 0.546982], [5.782812, 2.218710, -0.101826], [6.145054, 1.233148, -1.009035], [5.287377, 0.172216, -1.270181], [4.059564, 0.111594, -0.633476], [0.338461, -1.900940, 4.306404], [-1.624729, -2.859934, 5.422655], [-3.605162, -3.559200, 4.113407], [-3.654646, -3.156461, 1.675595], [-3.366080, -0.239516, 1.556163], [-5.566287, 0.805304, 1.221082], [-6.837797, 0.388263, -0.862546], [-5.883398, -1.061937, -2.619321], [-3.672061, -2.084306, -2.314220], [-3.613393, -4.020356, -0.876892], [-3.319118, -6.147722, -2.070725], [-1.107502, -6.775322, -2.969033], [0.829689, -5.277462, -2.655340], [0.551323, -3.138520, -1.466401], [1.597897, -3.678391, 2.792193], [3.768031, -3.717043, 3.980954], [5.140129, -1.662470, 4.136407], [4.412694, 0.387953, 2.968587], [2.054052, 3.616856, 0.304705], [1.347720, 5.683907, 1.456013], [0.608691, 5.601243, 3.817649], [0.590100, 3.453487, 5.034067], [1.310221, 1.381405, 3.900670], [4.285237, 2.920184, 1.265997], [6.458498, 3.036397, 0.107399], [7.101546, 1.286486, -1.510020], [5.574302, -0.601836, -1.968363], [3.399438, -0.735070, -0.820811], [1.121566, 3.040394, -5.028162], [1.048233, 3.387144, -3.761170], [-0.209677, 3.338620, -3.349719], [1.516975, 4.607431, -3.576275], [2.091952, 2.212186, -2.719555], [1.169695, 1.884783, -1.585144], [3.284488, 2.890515, -2.382729], [2.337394, 0.908313, -3.569972], [1.122787, -0.069042, -3.649601], [0.971577, -0.789460, -2.321979], [-0.114963, 0.470306, -4.103034], [1.710069, -1.407079, -4.787348], [2.825079, -1.928028, -4.308761], [0.763127, -2.333833, -4.823627], [1.925628, -0.898305, -5.981806], [-2.695281, 3.777505, 1.084715], [-2.683903, 2.952022, -0.131953], [-3.566971, 3.212387, -1.184945], [-3.592554, 2.474297, -2.293443], [-2.696845, 1.326088, -2.449374], [-2.762259, 0.511820, -3.325881], [-1.766028, 1.191981, -1.382727], [-1.820824, 1.962583, -0.291449], [-0.921465, 1.642380, 0.596355], [-3.708732, 3.823784, 1.476385], [-2.346127, 4.782228, 0.855715], [-2.036709, 3.330163, 1.822888], [-4.230416, 4.048452, -1.015203], [-4.293184, 2.676962, -3.088127]],
  "atomic_forces_ev_per_a": [[0.144, -0.138, 0.589], [-0.034, 0.086, -0.100], [-0.268, -0.080, -0.057], [0.010, 0.041, 0.137], [0.017, 0.016, -0.025], [0.010, 0.005, -0.058], [-0.054, -0.049, 0.105], [0.222, 0.118, -0.033], [-0.101, 0.344, -0.346], [-0.058, -0.045, -0.051], [-0.008, -0.014, -0.095], [0.047, -0.038, 0.009], [-0.007, 0.017, 0.046], [0.052, -0.032, -0.041], [-0.029, 0.086, 0.076], [0.138, -0.093, 0.076], [0.069, -0.042, -0.025], [-0.012, 0.024, 0.020], [-0.017, -0.013, 0.005], [0.009, 0.101, 0.050], [-0.138, -0.040, -0.009], [0.099, 0.139, -0.001], [0.067, -0.118, -0.025], [0.032, 0.057, -0.009], [-0.054, -0.008, -0.043], [0.048, -0.033, 0.034], [-0.074, -0.039, -0.114], [-0.065, 0.050, -0.363], [-0.004, -0.034, -0.032], [0.008, 0.062, -0.133], [0.001, -0.074, 0.049], [0.026, -0.022, -0.088], [-0.001, -0.015, -0.002], [0.008, 0.006, 0.051], [0.080, -0.115, 0.067], [-0.008, 0.058, 0.012], [0.002, -0.026, -0.023], [-0.013, 0.028, 0.030], [-0.075, 0.020, -0.008], [-0.044, 0.001, -0.003], [-0.065, -0.004, 0.010], [-0.001, -0.001, 0.020], [-0.019, -0.003, 0.004], [-0.028, -0.011, -0.002], [-0.005, 0.008, 0.018], [-0.013, 0.019, 0.010], [-0.010, 0.008, 0.001], [-0.012, -0.004, -0.011], [-0.001, 0.010, -0.058], [-0.023, -0.024, 0.017], [-0.011, -0.009, -0.001], [0.000, -0.011, -0.012], [0.013, 0.000, -0.004], [0.058, 0.031, -0.025], [0.022, -0.022, 0.013], [0.007, -0.012, 0.011], [0.021, 0.002, 0.014], [0.028, 0.018, 0.001], [-0.070, 0.026, 0.199], [-0.004, 0.021, -0.004], [-0.003, 0.021, 0.009], [-0.004, 0.002, 0.015], [-0.007, 0.011, 0.013], [0.042, -0.029, -0.047], [0.009, 0.012, 0.001], [0.020, 0.008, -0.006], [0.010, -0.014, -0.013], [0.051, 0.067, -0.018], [0.110, 0.046, 0.087], [-0.023, 0.221, -0.031], [-0.142, -0.070, 0.047], [0.025, -0.170, -0.060], [0.172, 0.050, -0.175], [-0.273, -0.225, 0.165], [-0.070, -0.047, -0.006], [-0.019, 0.006, -0.024], [-0.265, 0.058, -0.184], [-0.349, 0.242, 0.409], [0.202, -0.164, -0.130], [0.259, -0.391, -0.251], [0.023, 0.043, 0.131], [0.102, 0.345, 0.021], [-0.213, 0.028, 0.264], [-0.008, -0.006, -0.024], [-0.047, 0.161, 0.123], [-0.036, 0.111, 0.128], [0.103, 0.010, -0.051], [-0.197, -0.065, 0.385], [0.135, -0.124, -0.208], [0.304, 0.140, -0.153], [0.110, -0.255, -0.109], [0.108, -0.243, -0.092], [-0.015, -0.026, -0.013], [0.003, 0.007, -0.043], [-0.001, -0.016, -0.033], [-0.007, 0.006, 0.008], [-0.018, 0.016, -0.010]],
  "mulliken_charge": [1.163, 1.336, 0.285, -0.490, -0.923, -0.916, -0.043, -0.376, 1.552, 0.565, -0.740, -0.708, -0.797, -0.832, -0.922, 0.720, -0.377, -0.836, -0.701, -0.809, -0.366, -1.317, -0.319, -0.701, -0.971, -0.531, 0.779, 1.500, 0.321, -0.567, -0.878, -0.732, -0.796, -0.945, 0.679, -0.499, -0.738, -0.675, -0.692, -0.556, 0.578, 0.462, 0.477, 0.519, 0.451, 0.531, 0.454, 0.468, 0.582, 0.409, 0.474, 0.426, 0.490, 0.322, 0.634, 0.480, 0.475, 0.573, 0.491, 0.513, 0.446, 0.474, 0.376, 0.509, 0.487, 0.448, 0.489, 0.394, -0.196, 0.562, -0.138, -0.197, 1.025, -0.436, -0.521, -0.576, 1.280, -0.736, -0.670, 0.483, -0.171, -0.153, -0.162, -1.020, 0.432, -0.454, -1.312, 0.249, -0.634, 1.534, 0.469, -0.444, 0.403, 0.361, 0.261, 0.612, 0.562],
  "orbital_gap_ev": 7.88,
  "molar_mass_da": 1122.3,
  "homo_energy_ev": -13.7795,
  "total_charge": 2
}

=====

[2]
{
  "formula": "C5H9NO",
  "method": "the ωB97M-V functional and the def2-TZVPD basis",
  "elements": ["C", "C", "C", "C", "C", "O", "N", "H", "H", "H", "H", "H", "H", "H", "H", "H"],
  "xyz": [[0.001766, -1.362950, 0.751477], [1.393226, -0.835035, 1.012115], [-0.247845, 0.939479, -1.389839], [-1.362403, 1.119701, -0.580500], [-1.176671, -0.021287, 0.710703], [0.357651, 2.006682, -1.940742], [-2.078792, -0.077288, -0.216456], [1.062610, 1.728828, -2.545380], [-0.002448, -0.012261, -1.847113], [-1.835925, 2.083014, -0.427454], [-1.001101, 0.508474, 1.647587], [-0.043904, -2.071157, -0.077803], [-0.389232, -1.880373, 1.630702], [2.031655, -1.612652, 1.445170], [1.893412, -0.504269, 0.096187], [1.398000, -0.008907, 1.731346]],
  "atomic_forces_ev_per_a": [[-1.816, 2.043, 1.027], [0.456, -0.252, 0.171], [-1.558, 0.997, 0.082], [0.845, -0.255, -0.954], [3.012, -4.340, -0.954], [0.405, 0.060, -0.190], [-1.013, 0.247, -0.022], [-0.303, 0.083, 0.243], [0.095, -0.297, 0.670], [0.538, 0.324, 0.225], [-0.289, 0.911, -0.100], [-0.356, 0.527, -0.218], [0.200, -0.199, 0.098], [-0.004, 0.047, -0.028], [-0.144, 0.102, 0.091], [-0.069, 0.003, -0.143]],
  "nbo_charge": [-0.456, -0.621, 0.213, -0.154, 0.177, -0.653, -0.584, 0.489, 0.188, 0.218, 0.167, 0.207, 0.201, 0.208, 0.195, 0.203],
  "orbital_gap_ev": [7.91, 7.91],
  "molar_mass_da": 99.1,
  "homo_energy_ev": [-7.4662, -7.4657]
}

=====

[3]
{
  "formula": "C34H26IN6O2S2Ti",
  "method": "the ωB97M-V functional and the def2-TZVPD basis",
  "elements": ["Ti", "C", "S", "C", "S", "N", "N", "C", "C", "C", "C", "C", "C", "N", "H", "H", "H", "H", "H", "H", "H", "H", "I", "C", "C", "C", "C", "C", "C", "C", "C", "C", "C", "H", "H", "H", "H", "H", "H", "C", "O", "C", "C", "C", "C", "C", "C", "N", "N", "C", "C", "C", "C", "O", "C", "N", "C", "C", "C", "C", "H", "H", "H", "H", "H", "H", "H", "H", "H", "H", "H", "H"],
  "xyz": [[1.915797, 0.598273, -0.950365], [4.653250, 2.349164, -5.600726], [4.738306, 0.741451, -4.801257], [3.887518, 0.995793, -3.319377], [3.901113, -0.338726, -2.242002], [3.354531, 2.193396, -3.116195], [2.708380, 2.242253, -1.917541], [2.334438, 3.377037, -1.451953], [1.751700, 3.380363, -0.103147], [1.500014, 4.543759, 0.593287], [1.068551, 4.458240, 1.909100], [0.884884, 3.211523, 2.480010], [1.130642, 2.084378, 1.714009], [1.565764, 2.165951, 0.455365], [5.138891, 2.210345, -6.564885], [5.186592, 3.098239, -5.021028], [3.619452, 2.651405, -5.743080], [2.550226, 4.291322, -1.993837], [1.662022, 5.499649, 0.112796], [0.883473, 5.357944, 2.481201], [0.551613, 3.100736, 3.501820], [0.984327, 1.086680, 2.105408], [4.674159, 1.277643, 0.700466], [4.019085, -0.174785, 2.033203], [4.768253, -0.347993, 3.162115], [4.361844, -1.283380, 4.135533], [3.207302, -1.984148, 3.955495], [2.424874, -1.808607, 2.789166], [1.204257, -2.527263, 2.643890], [0.443080, -2.392299, 1.529637], [0.881466, -1.540984, 0.484061], [2.038313, -0.792143, 0.572954], [2.832503, -0.911512, 1.768004], [5.668097, 0.231480, 3.315778], [4.964649, -1.425897, 5.022585], [2.868686, -2.690779, 4.703513], [0.896146, -3.188035, 3.445986], [-0.485360, -2.936603, 1.424887], [0.262990, -1.521341, -0.406161], [-4.332177, -2.750241, 3.959210], [-3.554297, -3.113028, 2.823017], [-3.966198, -2.660099, 1.613612], [-3.250854, -3.133369, 0.510880], [-3.561491, -2.700557, -0.759721], [-4.622747, -1.814679, -0.955461], [-5.378406, -1.412846, 0.127870], [-5.040536, -1.797922, 1.421412], [-5.104860, -1.371033, -2.249561], [-4.332010, -1.056128, -3.164536], [-2.915868, -0.894307, -2.908494], [-2.013164, -1.590905, -3.653389], [-0.618034, -1.410618, -3.481526], [-0.179304, -0.482608, -2.595781], [1.122703, -0.238407, -2.305820], [-1.090912, 0.290755, -1.864184], [-0.520832, 1.198150, -1.018498], [-1.333748, 1.961782, -0.323949], [-2.736544, 1.897416, -0.432081], [-3.302612, 0.983284, -1.272806], [-2.468051, 0.113508, -2.010764], [-3.890459, -3.264746, 4.805983], [-5.368426, -3.070640, 3.840332], [-4.297636, -1.672151, 4.129180], [-2.473265, -3.867474, 0.675957], [-3.017199, -3.098631, -1.602222], [-6.238474, -0.776697, -0.045154], [-5.629230, -1.444018, 2.253556], [-2.377654, -2.321260, -4.365130], [0.094040, -1.987046, -4.057494], [-0.880512, 2.688247, 0.339668], [-3.345475, 2.577638, 0.146431], [-4.377617, 0.936073, -1.389279]],
  "atomic_forces_ev_per_a": [[0.277, -1.161, 0.304], [-0.026, 0.056, 0.018], [0.034, -0.124, 0.000], [0.124, 0.268, -0.092], [-0.309, 0.326, 0.153], [-0.100, -0.355, 0.301], [0.313, 0.553, -0.374], [0.003, 0.156, 0.271], [0.199, -0.062, -0.282], [-0.047, 0.258, 0.056], [0.007, 0.089, -0.015], [-0.026, -0.057, 0.040], [0.108, -0.003, -0.091], [-0.058, 0.492, 0.256], [-0.006, 0.029, -0.003], [-0.011, -0.009, -0.015], [0.022, 0.003, -0.020], [-0.077, 0.045, 0.017], [-0.009, -0.011, 0.035], [-0.001, -0.014, -0.014], [0.002, 0.002, -0.007], [0.010, -0.024, 0.010], [0.111, 0.139, -0.016], [-0.097, -0.021, -0.016], [-0.071, -0.165, 0.163], [0.074, 0.088, -0.052], [-0.058, -0.019, -0.031], [-0.108, -0.118, 0.063], [0.137, 0.018, 0.093], [-0.009, 0.070, -0.137], [0.053, -0.050, 0.091], [0.187, 0.171, 0.189], [0.018, 0.016, -0.025], [-0.004, -0.008, 0.005], [-0.010, 0.009, -0.014], [0.005, 0.009, -0.014], [0.022, 0.007, -0.016], [0.000, 0.005, -0.004], [-0.009, 0.036, -0.016], [0.055, -0.018, -0.105], [-0.094, 0.033, -0.024], [0.012, 0.001, 0.146], [-0.014, 0.040, -0.028], [-0.044, -0.127, -0.061], [-0.163, 0.187, -0.339], [-0.061, 0.102, 0.244], [0.008, 0.026, -0.126], [0.298, -0.443, 0.118], [0.220, 0.247, 0.404], [-0.354, 0.030, -0.184], [0.288, -0.143, -0.102], [-0.194, -0.270, -0.392], [0.608, 0.175, 0.284], [-1.053, -0.796, -0.936], [0.087, 0.329, 0.219], [-0.030, -0.225, 0.111], [-0.033, 0.076, -0.078], [0.137, 0.070, 0.039], [-0.050, -0.055, -0.062], [-0.311, 0.179, 0.024], [0.028, -0.013, 0.002], [-0.013, -0.011, 0.012], [-0.007, 0.016, 0.005], [0.004, 0.008, -0.020], [0.034, -0.011, -0.024], [0.001, -0.030, 0.019], [-0.028, 0.003, 0.001], [0.035, 0.025, -0.012], [-0.037, -0.024, 0.025], [-0.050, -0.007, 0.017], [0.020, 0.006, -0.009], [0.036, -0.020, 0.021]],
  "mulliken_charge": [-1.478, -0.798, 0.017, 0.526, -0.234, -1.448, 1.048, -0.970, 1.170, -0.821, -0.564, -0.895, -0.272, 0.855, 0.357, 0.272, 0.260, 0.439, 0.522, 0.442, 0.497, 0.451, 0.282, 0.474, -0.825, -0.601, -1.000, 1.062, -0.952, -1.157, -0.159, 0.470, 0.966, 0.418, 0.411, 0.417, 0.411, 0.292, 0.528, -0.923, -0.428, 0.745, -0.389, -0.008, -0.337, -0.540, -0.611, -0.298, -0.610, -0.146, -0.517, -0.968, 0.319, 0.113, 0.930, 0.237, 0.243, -1.407, -0.529, 0.421, 0.246, 0.383, 0.352, 0.547, 0.530, 0.486, 0.453, 0.463, 0.572, 0.136, 0.473, 0.650],
  "orbital_gap_ev": 6.39,
  "molar_mass_da": 789.5,
  "homo_energy_ev": -10.4667,
  "total_charge": 1
}

=====

> What is the formula in the first record?

C43H33F6HfN3O7P2S2

=====

Copy entry 2 word for word.
{
  "formula": "C5H9NO",
  "method": "the ωB97M-V functional and the def2-TZVPD basis",
  "elements": ["C", "C", "C", "C", "C", "O", "N", "H", "H", "H", "H", "H", "H", "H", "H", "H"],
  "xyz": [[0.001766, -1.362950, 0.751477], [1.393226, -0.835035, 1.012115], [-0.247845, 0.939479, -1.389839], [-1.362403, 1.119701, -0.580500], [-1.176671, -0.021287, 0.710703], [0.357651, 2.006682, -1.940742], [-2.078792, -0.077288, -0.216456], [1.062610, 1.728828, -2.545380], [-0.002448, -0.012261, -1.847113], [-1.835925, 2.083014, -0.427454], [-1.001101, 0.508474, 1.647587], [-0.043904, -2.071157, -0.077803], [-0.389232, -1.880373, 1.630702], [2.031655, -1.612652, 1.445170], [1.893412, -0.504269, 0.096187], [1.398000, -0.008907, 1.731346]],
  "atomic_forces_ev_per_a": [[-1.816, 2.043, 1.027], [0.456, -0.252, 0.171], [-1.558, 0.997, 0.082], [0.845, -0.255, -0.954], [3.012, -4.340, -0.954], [0.405, 0.060, -0.190], [-1.013, 0.247, -0.022], [-0.303, 0.083, 0.243], [0.095, -0.297, 0.670], [0.538, 0.324, 0.225], [-0.289, 0.911, -0.100], [-0.356, 0.527, -0.218], [0.200, -0.199, 0.098], [-0.004, 0.047, -0.028], [-0.144, 0.102, 0.091], [-0.069, 0.003, -0.143]],
  "nbo_charge": [-0.456, -0.621, 0.213, -0.154, 0.177, -0.653, -0.584, 0.489, 0.188, 0.218, 0.167, 0.207, 0.201, 0.208, 0.195, 0.203],
  "orbital_gap_ev": [7.91, 7.91],
  "molar_mass_da": 99.1,
  "homo_energy_ev": [-7.4662, -7.4657]
}